Molecular formula: C38H32BN4O9
Method: DFT, the ωB97M-V functional and the def2-TZVPD basis

Last column: Mulliken charge in e.
Geometry (Å):
C: -0.866 0.625 2.441  -0.66
C: -1.571 -0.353 1.812  -0.26
N: -0.805 -1.227 0.945  0.76
N: -0.543 -2.536 1.054  -0.79
C: 0.244 -3.013 0.075  0.17
N: 0.728 -4.340 -0.055  0.31
C: 1.033 -4.715 -1.465  0.37
C: 0.085 -4.506 -2.689  -0.85
O: 2.114 -5.190 -1.663  -0.49
C: -0.446 -5.221 0.316  0.53
C: -0.183 -6.519 1.145  -1.12
O: -1.560 -4.974 -0.043  -0.43
N: 0.475 -1.853 -0.698  0.68
O: 1.240 -1.776 -1.815  -0.44
B: 2.648 -1.575 -1.534  0.74
O: 3.514 -1.859 -2.579  -0.46
O: 3.056 -1.078 -0.298  -0.46
C: -0.169 -0.756 -0.178  0.08
C: -0.143 0.679 -0.774  -0.62
C: -0.853 0.568 -2.216  -0.89
H: 0.236 0.497 2.574  0.23
H: -1.344 1.576 2.774  0.34
H: -2.656 -0.444 2.018  0.32
H: 0.756 -4.384 -3.581  0.31
H: -0.538 -3.585 -2.608  0.25
H: -0.500 -5.445 -2.843  0.34
H: 0.309 -6.224 2.103  0.28
H: 0.518 -7.147 0.524  0.32
H: -1.151 -7.051 1.269  0.35
H: 2.993 -2.027 -3.389  0.29
H: 2.836 -1.688 0.427  0.33
H: 0.934 0.944 -0.906  0.29
H: -0.683 1.412 -0.131  0.34
H: -0.069 0.818 -2.970  0.20
H: -1.168 -0.488 -2.433  0.24
H: -1.752 1.220 -2.289  0.41
C: -0.087 -2.508 5.023  -0.11
C: -0.653 -3.176 6.105  -0.73
C: -0.459 -2.701 7.394  -0.57
C: 0.312 -1.561 7.606  0.21
C: 0.898 -0.906 6.524  -0.01
C: 0.687 -1.376 5.232  -0.63
C: 1.763 0.282 6.736  0.58
O: 2.270 0.853 5.788  -0.69
C: 2.004 0.752 8.122  0.23
C: 2.858 1.829 8.343  -0.55
C: 3.079 2.284 9.635  -0.48
C: 2.442 1.672 10.710  -0.48
C: 1.594 0.595 10.495  -0.56
C: 1.380 0.125 9.203  0.15
C: 0.499 -1.049 8.988  0.60
O: -0.055 -1.588 9.925  -0.65
H: -0.247 -2.875 4.014  0.47
H: -1.247 -4.068 5.943  0.42
H: -0.905 -3.220 8.234  0.49
H: 1.131 -0.863 4.387  0.57
H: 3.355 2.311 7.510  0.45
H: 3.749 3.119 9.805  0.40
H: 2.610 2.033 11.718  0.41
H: 1.104 0.119 11.336  0.47
C: -4.109 1.926 -8.978  -0.47
C: -3.705 0.967 -8.054  -0.53
C: -2.725 1.270 -7.121  -0.52
C: -2.134 2.531 -7.115  0.27
C: -2.523 3.484 -8.058  0.28
C: -3.519 3.182 -8.981  -0.60
C: -1.869 4.816 -8.097  0.49
O: -2.208 5.648 -8.914  -0.66
C: -0.786 5.110 -7.125  0.32
C: -0.124 6.333 -7.184  -0.60
C: 0.881 6.623 -6.272  -0.47
C: 1.221 5.697 -5.290  -0.54
C: 0.567 4.475 -5.230  -0.49
C: -0.431 4.174 -6.153  0.22
C: -1.100 2.850 -6.102  0.47
O: -0.800 2.036 -5.244  -0.66
H: -4.881 1.691 -9.701  0.40
H: -4.158 -0.018 -8.061  0.40
H: -2.417 0.522 -6.400  0.47
H: -3.832 3.923 -9.706  0.48
H: -0.387 7.058 -7.944  0.48
H: 1.399 7.573 -6.324  0.39
H: 2.001 5.928 -4.574  0.40
H: 0.839 3.755 -4.468  0.47

Forces on atoms 1 to 2 (eV/Å):
-0.13 -0.70 -0.69
0.64 1.40 1.69

Properties
Total charge = +1
Kohn-Sham gap = 8.338 eV
E_HOMO = -11.4241 eV